Below is C3H9N3O as an isolated structure at a distorted geometry, with properties calculated with ωB97M-V/def2-TZVPD.

Structure (ORCA input):
```
! wB97M-V def2-TZVPD RIJCOSX def2/J DEFGRID3
* xyz 0 1
C -1.6943 -0.4002 -1.0467
C 1.6841 -0.8599 2.0237
C -0.6017 0.4672 -1.7564
N 0.9980 -0.2392 -0.0264
N 1.1206 0.0598 1.1243
N 0.1824 1.2638 -0.8319
O -0.5147 1.7768 0.2523
H -2.4678 -0.6074 -1.6463
H -1.3321 -1.2093 -0.6212
H -2.2106 0.1096 -0.3378
H 0.9958 -1.7157 2.4326
H 2.4711 -1.5585 1.6189
H 2.1670 -0.2321 2.7709
H -0.0722 -0.2904 -2.2242
H -0.9899 1.2234 -2.4221
H 0.2644 2.2121 0.6903
*
```

Computed properties:
DFT total energy ... -359.0066 a.u.
Energy above the lowest of the compared OMol25 structures with the same formula, charge and spin ... 624.42 kJ/mol
LUMO ... 0.84 eV

Löwdin analysis output, partial charges in e: -0.062, -0.145, -0.232, 0.124, -0.125, -0.115, -0.092, 0.036, 0.017, 0.037, 0.119, 0.082, 0.066, 0.074, 0.107, 0.110

=====

Below is a 23-piece molecular cluster, C51H148O38 overall at a distorted geometry, with properties calculated with ωB97M-V/def2-TZVPD.

Structure (ORCA input):
```
! wB97M-V def2-TZVPD RIJCOSX def2/J DEFGRID3
* xyz 0 1
O -20.4498 14.7569 -5.6031
H -20.5001 13.8081 -5.7192
H -19.6873 14.8897 -5.0399
C -27.8475 6.6287 -7.2277
C -26.7045 7.5281 -7.5676
O -25.8689 6.8684 -8.4886
O -27.5252 5.4044 -6.5065
H -28.5078 6.5843 -8.0938
H -28.5603 7.1834 -6.6175
H -26.0643 7.6572 -6.6948
H -26.8726 8.4964 -8.0391
H -25.2382 7.4957 -8.8497
H -27.0865 4.8537 -7.1592
C -22.3541 10.8888 -12.1332
C -21.7382 9.9006 -13.1328
O -20.6852 10.6417 -13.7667
O -23.4434 10.3592 -11.4038
H -22.6297 11.7958 -12.6712
H -21.4991 11.0419 -11.4746
H -22.4693 9.5940 -13.8809
H -21.2827 8.9736 -12.7844
H -19.8864 10.3412 -13.3272
H -23.7028 11.0150 -10.7526
C -19.9816 11.2269 -7.3005
C -18.7139 12.0360 -7.5004
O -17.6698 11.1495 -7.5232
O -20.9317 12.0189 -6.6211
H -19.7209 10.4571 -6.5743
H -20.3226 10.7586 -8.2238
H -18.6261 12.6857 -6.6296
H -18.8236 12.6216 -8.4132
H -16.8168 11.5898 -7.5265
H -21.7800 11.5698 -6.6024
C -28.3385 10.5153 0.3705
C -29.4598 9.6352 -0.2641
O -29.4103 8.3183 0.1497
O -28.6583 10.8272 1.7205
H -28.2915 11.4698 -0.1538
H -27.4084 9.9590 0.2537
H -29.3729 9.6204 -1.3505
H -30.4539 10.0019 -0.0082
H -28.9993 7.9025 -0.6117
H -27.9071 11.1520 2.2223
C -23.9600 10.3705 1.7122
C -23.2926 9.9234 0.4055
O -23.4279 8.5266 0.2393
O -24.0262 11.8468 1.8005
H -23.5936 9.8277 2.5834
H -24.9976 10.0364 1.7132
H -22.2800 10.3244 0.4493
H -23.7940 10.3661 -0.4552
H -22.5530 8.1729 0.0628
H -23.1263 12.1240 1.6135
C -26.5616 8.0438 -1.9060
C -26.4280 9.0877 -3.0489
O -26.9450 10.3430 -2.6962
O -27.8119 7.3908 -2.0532
H -26.3914 8.5350 -0.9480
H -25.8188 7.2595 -2.0521
H -26.9528 8.7963 -3.9587
H -25.4065 9.1644 -3.4215
H -26.3178 10.8006 -2.1316
H -27.7873 6.9178 -2.8882
C -18.0860 17.4446 -7.8604
C -18.0063 15.9638 -7.4560
O -19.0240 15.1932 -8.1221
O -19.1087 18.2281 -7.2660
H -18.1739 17.5652 -8.9402
H -17.1303 17.8440 -7.5209
H -18.1364 15.9253 -6.3745
H -16.9964 15.6576 -7.7288
H -19.6817 15.1152 -7.4272
H -19.9183 18.0010 -7.7292
C -16.6095 13.4644 -4.7376
C -17.8647 13.6179 -3.8835
O -18.3735 14.9475 -3.8794
O -15.5290 13.8304 -3.8372
H -16.6281 14.0961 -5.6256
H -16.5852 12.4289 -5.0769
H -17.8121 13.3163 -2.8373
H -18.6811 13.0123 -4.2770
H -17.7943 15.5823 -3.4515
H -15.6296 14.7583 -3.6129
C -24.2095 14.1375 -10.2209
C -23.0255 13.4245 -9.4824
O -23.4860 12.0830 -9.1810
O -25.1571 14.3598 -9.1995
H -24.6320 13.3998 -10.9031
H -23.8867 15.0203 -10.7729
H -22.7480 14.0955 -8.6694
H -22.1111 13.2540 -10.0506
H -24.1759 12.1994 -8.5235
H -25.9859 14.7021 -9.5423
C -22.9900 8.6285 -7.4798
C -23.2171 8.5621 -9.0093
O -24.5406 9.0515 -9.2622
O -23.1801 9.9390 -7.0626
H -22.0609 8.2042 -7.0993
H -23.8452 8.1327 -7.0206
H -23.0611 7.5578 -9.4033
H -22.4250 9.1446 -9.4798
H -24.7452 9.0950 -10.1991
H -23.9856 10.2272 -7.4980
C -23.3111 19.0371 -7.6107
C -22.7937 17.9106 -8.4477
O -21.4178 17.8885 -8.6818
O -23.3445 20.2050 -8.4461
H -22.5821 19.2316 -6.8240
H -24.3402 18.8790 -7.2883
H -23.4023 17.8268 -9.3481
H -22.9732 16.9477 -7.9694
H -21.1914 17.3427 -9.4384
H -22.4814 20.2606 -8.8628
C -27.3388 17.7171 -8.9160
C -28.5598 16.7216 -9.0292
O -28.1540 15.3911 -9.4086
O -27.0856 18.0739 -10.2296
H -26.4656 17.4391 -8.3257
H -27.7663 18.6549 -8.5613
H -29.2670 17.0829 -9.7759
H -29.0820 16.6330 -8.0766
H -28.8497 14.7369 -9.5065
H -27.0678 17.2763 -10.7634
C -28.5010 10.4985 -6.4095
C -29.2212 10.7137 -5.0904
O -28.5929 11.6574 -4.2826
O -29.3411 9.7299 -7.2640
H -27.4783 10.1245 -6.4571
H -28.3447 11.4842 -6.8475
H -29.2001 9.7511 -4.5794
H -30.2156 11.1573 -5.1406
H -27.9291 11.2160 -3.7477
H -29.1864 9.9601 -8.1831
C -27.3032 11.9762 -9.9114
C -26.9555 11.8633 -11.3965
O -27.0558 13.0996 -12.1269
O -28.7370 11.9898 -9.6714
H -26.9513 12.9042 -9.4607
H -26.9439 11.1314 -9.3238
H -27.4516 10.9768 -11.7916
H -25.8949 11.6120 -11.3913
H -27.8055 13.0446 -12.7240
H -29.0842 12.6539 -10.2714
C -31.7083 11.8651 -2.6402
C -32.6625 11.9461 -1.4346
O -34.0384 11.6633 -1.9266
O -30.3959 12.2065 -2.1642
H -32.1417 12.5513 -3.3679
H -31.7482 10.8744 -3.0929
H -32.7070 12.9445 -0.9995
H -32.4256 11.1872 -0.6890
H -34.1496 10.7188 -1.7951
H -29.8115 12.1767 -2.9252
C -24.1977 13.7909 -0.9629
C -25.6655 13.3213 -0.8168
C -26.6875 13.6605 -1.9077
O -25.6212 11.9419 -1.0110
H -23.4212 13.0390 -0.8219
H -24.0566 14.6765 -0.3433
H -24.0058 14.1166 -1.9853
H -26.0341 13.5672 0.1790
H -26.3029 13.4542 -2.9066
H -27.0565 14.6822 -1.8176
H -27.5997 13.0803 -1.7688
H -25.2303 11.4354 -0.2952
C -23.6192 3.8659 -5.1985
C -23.6709 5.4056 -5.2920
C -24.5033 6.0239 -4.1614
O -22.3554 5.9258 -5.0636
H -24.6312 3.4767 -5.0870
H -22.9349 3.5713 -4.4028
H -23.2402 3.4015 -6.1089
H -24.0949 5.7057 -6.2502
H -25.5456 5.7101 -4.2172
H -24.5227 7.1084 -4.2696
H -24.2551 5.6228 -3.1788
H -22.0389 5.6944 -4.1874
C -26.2124 18.8713 -3.7467
C -26.1901 19.8188 -2.5099
C -26.6182 21.2486 -2.9370
O -27.0819 19.2898 -1.6060
H -25.6447 17.9493 -3.6211
H -25.7617 19.3798 -4.5990
H -27.2294 18.5183 -3.9176
H -25.1952 19.7934 -2.0652
H -27.6750 21.3273 -3.1922
H -25.9772 21.4943 -3.7836
H -26.3125 22.0238 -2.2344
H -26.8321 18.3922 -1.3745
C -22.3947 16.2826 -2.7561
C -21.3707 17.4298 -2.7957
C -21.9092 18.5980 -3.6017
O -21.3256 17.8611 -1.4741
H -22.2676 15.7208 -3.6814
H -23.4388 16.5791 -2.6561
H -22.1598 15.6776 -1.8803
H -20.4250 17.0240 -3.1550
H -22.4042 18.1210 -4.4476
H -21.0296 19.1306 -3.9633
H -22.6887 19.2339 -3.1821
H -20.8691 18.7017 -1.3932
C -24.6047 11.9855 -4.7256
C -25.4228 12.8855 -5.7398
C -24.9955 14.3402 -5.7366
O -25.2600 12.4929 -7.0963
H -24.9403 12.2600 -3.7255
H -23.5369 12.1974 -4.7805
H -24.7306 10.9053 -4.7995
H -26.5103 12.8125 -5.7249
H -25.5815 14.8143 -6.5240
H -23.9631 14.5963 -5.9748
H -25.2834 14.7821 -4.7827
H -25.3264 13.2883 -7.6297
C -28.3719 15.5874 -4.6075
C -29.6361 14.8887 -4.2792
C -30.8455 15.8402 -4.1869
O -29.9366 14.0752 -5.3774
H -27.9118 16.0945 -3.7594
H -28.5273 16.2334 -5.4715
H -27.6048 14.8628 -4.8806
H -29.5731 14.2040 -3.4334
H -31.1064 16.2531 -5.1613
H -30.6849 16.7017 -3.5387
H -31.7135 15.3062 -3.8003
H -29.2438 13.4205 -5.4909
C -21.3490 9.7975 -3.8357
C -20.3478 10.6171 -3.0768
C -20.8468 12.0450 -2.9496
O -20.1362 10.0589 -1.7808
H -22.3026 9.9064 -3.3191
H -21.1196 8.7343 -3.9072
H -21.4643 10.1370 -4.8651
H -19.4007 10.5868 -3.6155
H -20.7782 12.6122 -3.8779
H -20.1287 12.5415 -2.2968
H -21.8614 12.0986 -2.5551
H -19.8111 10.8329 -1.3152
*
```

Computed properties:
DFT total energy ... -4890.6591 a.u.
LUMO ... -0.07 eV

Results of the Löwdin charge analysis, in e, for atoms 1 through 99: -0.041, -0.008, -0.015, -0.225, -0.262, -0.085, -0.052, 0.123, 0.105, 0.102, 0.108, 0.014, 0.076, -0.230, -0.227, -0.075, -0.097, 0.129, 0.115, 0.116, 0.120, 0.081, 0.028, -0.211, -0.273, -0.038, -0.087, 0.116, 0.125, 0.096, 0.120, 0.093, 0.052, -0.216, -0.251, -0.049, -0.055, 0.098, 0.088, 0.106, 0.108, 0.038, 0.075, -0.191, -0.257, -0.040, -0.068, 0.121, 0.110, 0.121, 0.098, 0.091, 0.072, -0.177, -0.205, -0.079, -0.065, 0.113, 0.099, 0.115, 0.098, 0.045, 0.096, -0.247, -0.229, -0.082, -0.070, 0.119, 0.111, 0.097, 0.111, 0.032, 0.020, -0.183, -0.221, -0.091, -0.061, 0.109, 0.116, 0.129, 0.084, 0.104, 0.074, -0.189, -0.157, -0.090, -0.093, 0.098, 0.121, 0.115, 0.118, 0.032, 0.062, -0.206, -0.183, -0.088, -0.075, 0.133, 0.096

=====

Below is C2H2DyFO2 as an isolated structure at a distorted geometry, with properties calculated with ωB97M-V/def2-TZVPD.

Structure (ORCA input):
```
! wB97M-V def2-TZVPD RIJCOSX def2/J DEFGRID3
* xyz 2 6
F -1.3004 2.2775 -3.7067
O -0.1267 -2.5568 0.8081
C 0.1774 -1.4697 0.8765
C 0.4470 -0.0234 1.1059
O 0.3505 0.0836 -0.2660
Dy -0.6270 1.2502 -2.0586
H 1.4642 0.0592 1.5295
H -0.3851 0.3794 1.7113
*
```

Computed properties:
DFT total energy ... -1212.0770 a.u.
Energy above the lowest of the compared OMol25 structures with the same formula, charge and spin ... 46.94 kJ/mol
LUMO (alpha / beta) ... -11.17 / -12.32 eV

Löwdin analysis output, partial charges in e: -0.507, 0.414, 0.063, -0.154, -0.437, 2.278, 0.174, 0.168

=====

Below is C7H24BN2O3PSSb as an isolated structure, with properties calculated with ωB97M-V/def2-TZVPD.

Structure (ORCA input):
```
! wB97M-V def2-TZVPD RIJCOSX def2/J DEFGRID3
* xyz -1 1
C 3.6085 0.5796 -0.1472
C 2.6456 -0.2617 0.7075
N 1.4285 -0.6138 0.0021
Sb -0.0520 0.7913 -0.5010
C 0.8606 2.3818 0.7584
C -1.3964 0.2385 1.2049
C -0.9403 -0.9103 2.1060
C -1.3187 -2.2690 1.5312
S -1.3868 -3.4685 2.9043
C -0.9183 -0.7928 -1.8369
B 0.2281 -1.6341 -2.4504
O 0.9680 -1.1337 -3.5112
O 0.5407 -2.9259 -2.0164
P -1.8782 2.4568 -1.3141
N -2.4541 3.3488 0.0540
O -3.2624 1.5409 -1.6171
H 3.8743 1.4969 0.3789
H 3.1410 0.8601 -1.0848
H 4.5407 0.0476 -0.3215
H 3.1677 -1.1916 0.9527
H 2.4815 0.2270 1.6754
H 1.0833 -1.5175 0.2838
H 0.9120 1.3260 -1.8659
H 0.1871 3.2342 0.8424
H 1.7886 2.7498 0.3263
H 1.0396 2.0231 1.7720
H -1.5064 1.1319 1.8181
H -2.3546 -0.0251 0.7593
H 0.1338 -0.8804 2.2877
H -1.4242 -0.8286 3.0850
H -0.5903 -2.6371 0.8152
H -2.2867 -2.2316 1.0422
H -1.6894 -4.5731 2.2189
H -1.6367 -1.3767 -1.2661
H -1.4428 -0.2741 -2.6421
H 0.3804 -0.6609 -4.0953
H 1.0834 -2.9243 -1.2301
H -2.0639 4.2789 -0.0022
H -2.1821 2.9504 0.9455
H -3.3093 1.4671 -2.5695
*
```

Computed properties:
DFT total energy ... -1621.0249 a.u.
LUMO ... 2.73 eV

Löwdin analysis output, partial charges in e: -0.117, -0.389, -0.239, 1.110, -0.306, -0.337, -0.381, -0.582, 0.675, -0.229, -0.823, 0.113, 0.093, 0.586, -0.267, -0.438, 0.052, 0.044, 0.053, 0.093, 0.075, 0.005, -0.047, -0.035, -0.019, -0.010, 0.029, 0.042, 0.085, 0.079, 0.047, 0.068, -0.173, 0.030, 0.020, 0.077, 0.062, -0.014, -0.019, -0.011